Computed, not measured: 10 unconnected molecules or ions with the total composition C39H55N10O16 at a distorted geometry, with ωB97M-V/def2-TZVPD.

Output
gap between HOMO and LUMO: 0.256 hartree
E_HOMO: -7.0 eV
ΔE to the lowest compared entry with this formula, charge and spin: 13.3 kJ/mol

Structure (ORCA input):
```
! RIJCOSX wB97M-V def2-TZVPD def2/J DEFGRID3
* xyz -1 1
N 1.2567 -0.5297 0.7581
O 0.5667 -0.5847 -0.3789
O 2.0747 -1.5217 0.9451
O 1.0107 0.1973 1.7181
C -3.0443 -2.6517 0.6971
C -1.4763 -2.9897 0.6381
C -1.0793 -4.0897 -0.4749
C -2.1183 -4.7417 -1.3159
C -3.6253 -4.4977 -1.1209
C -3.9873 -3.5117 -0.0479
N -1.7803 -5.8917 -2.2019
O -2.6323 -6.4637 -2.8399
O -0.6183 -6.2727 -2.2379
H -3.4583 -1.8137 1.2431
H -0.9023 -2.3697 1.2191
H -0.1553 -4.5707 -0.6839
H -4.3193 -5.0117 -1.7629
H -5.0003 -3.1057 0.2011
C -2.7623 1.1513 -0.4289
C -2.9543 2.1693 -1.4789
C -4.2163 3.0493 -1.2649
C -5.1993 2.7453 -0.1189
C -4.7843 1.6723 0.9251
C -3.4853 0.8863 0.6951
N -6.5613 3.4043 0.0061
O -7.4133 2.9193 0.8551
O -6.7663 4.2773 -0.7169
H -1.8983 0.5723 -0.5759
H -2.3593 2.2483 -2.2499
H -4.4663 4.0463 -1.7469
H -5.3683 1.3833 1.8221
H -3.0913 0.0573 1.4701
C -0.5073 3.2303 1.5261
C -1.6773 4.1703 1.3471
C -1.4123 5.5803 1.0741
C 0.0547 6.2103 1.1331
C 1.1387 5.2123 1.3981
C 0.8317 3.7203 1.6101
N 0.3157 7.5763 0.7211
O -0.6543 8.3943 0.7331
O 1.4827 7.9203 0.6221
H -0.5403 2.1143 1.7481
H -2.6433 3.6623 1.2021
H -2.3103 6.0993 0.8521
H 2.1617 5.6293 1.5741
H 1.7607 3.1683 1.5511
C 0.8617 0.3463 5.9901
C -0.2613 0.4523 7.0531
C -1.7483 0.1243 6.7061
C -1.9063 -0.7377 5.4321
C -0.7413 -0.8967 4.3921
C 0.6217 -0.2247 4.7441
N -3.2103 -1.2137 5.2511
O -3.4593 -1.8677 4.1281
O -3.9973 -1.2207 6.2371
H 1.7667 0.8403 6.1781
H 0.0217 0.6663 8.0041
H -2.5063 0.5533 7.5641
H -0.9833 -1.5677 3.5981
H 1.5397 -0.1667 4.2561
C -0.3743 -5.3027 3.0351
O -1.1043 -6.2167 3.4171
N 0.4407 -4.5127 3.7821
C 1.3287 -3.6247 3.1401
C 0.2727 -4.5037 5.2281
H -0.4663 -5.2467 2.0671
H 1.2047 -2.6687 3.4791
H 1.1647 -3.5817 2.2161
H 2.4357 -3.7927 3.1721
H 1.1337 -3.9937 5.6851
H 0.1037 -5.5357 5.6211
H -0.3853 -3.7327 5.5931
C 5.0397 3.2423 0.8341
O 4.0357 3.7983 1.2241
N 5.1237 1.9393 0.3731
C 6.3907 1.2553 0.0061
C 3.8557 1.1293 0.2001
H 5.8757 3.8003 0.9391
H 6.1217 0.0643 -0.0609
H 7.1197 1.2853 0.7091
H 6.6397 1.7923 -0.9269
H 3.5587 0.4653 1.0081
H 3.8177 0.5213 -0.7379
H 2.9717 1.6723 0.4431
C 2.9427 3.0553 -3.7689
O 3.4657 3.4553 -4.8799
N 1.6287 2.9753 -3.5159
C 1.0597 2.4863 -2.2799
C 0.7437 3.4773 -4.6609
H 3.4987 2.7353 -3.0059
H 1.3567 3.0623 -1.4109
H 1.5997 1.4873 -2.1449
H -0.1373 2.2543 -2.4099
H 1.2297 4.1623 -5.4629
H -0.2083 3.7823 -4.2129
H 0.5837 2.6163 -5.4169
C -1.9093 0.5713 -4.6669
O -3.0753 0.4243 -4.5079
N -1.0263 -0.4187 -4.3029
C 0.2927 -0.3827 -4.8559
C -1.2023 -1.3867 -3.2659
H -1.7543 1.4163 -5.4459
H 0.9517 0.1753 -4.3189
H 0.4737 0.0503 -5.7879
H 0.8847 -1.3317 -4.9199
H -0.5963 -1.6757 -2.4759
H -1.4163 -2.4007 -3.8139
H -2.1663 -1.2657 -2.7949
C 3.1207 -1.9117 -2.6059
O 4.0287 -1.0347 -2.7059
N 2.8047 -2.8327 -3.5349
C 1.7797 -3.8237 -3.2669
C 3.4997 -2.9077 -4.8749
H 2.4247 -1.8677 -1.7719
H 0.7907 -3.6797 -3.6959
H 1.6187 -4.2157 -2.2429
H 2.2377 -4.6277 -3.8809
H 4.2247 -2.2007 -4.8429
H 2.7717 -2.6337 -5.7309
H 3.7847 -3.7807 -5.1409
*
```

Mulliken population analysis, charges in e, atoms 1 to 4: 0.243 -0.176 -0.698 -0.116


Computed, not measured: 10 unconnected molecules or ions with the total composition C39H55N10O16 at a distorted geometry, with ωB97M-V/def2-TZVPD.

Output
gap between HOMO and LUMO: 0.250 hartree
E_HOMO: -6.6 eV
ΔE to the lowest compared entry with this formula, charge and spin: 120.0 kJ/mol

Structure (ORCA input):
```
! RIJCOSX wB97M-V def2-TZVPD def2/J DEFGRID3
* xyz -1 1
N -0.5139 -0.6793 0.8222
O -0.7208 -1.4617 -0.1627
O 0.5965 -0.7132 1.3234
O -1.2040 0.3390 0.9872
C 1.4160 1.8771 -0.7276
C 0.8153 1.1896 -2.0338
C 0.7168 2.0341 -3.2910
C 1.0385 3.5175 -3.3104
C 1.7164 4.1100 -2.1284
C 1.7781 3.2923 -0.8808
N 0.6836 4.3766 -4.4516
O 0.1694 3.8656 -5.4370
O 1.0416 5.5325 -4.4504
H 1.4534 1.2413 0.1355
H 0.4845 0.1936 -1.9849
H 0.1376 1.8375 -4.3484
H 2.3253 5.0553 -1.9244
H 2.3569 3.7519 0.0787
C -3.1572 1.9083 -1.2571
C -2.1886 2.9468 -1.0671
C -2.0484 4.1220 -2.1125
C -2.9509 4.0546 -3.3154
C -3.7823 2.7542 -3.6102
C -3.9170 1.7911 -2.3740
N -2.8684 5.1553 -4.3484
O -2.1510 6.1253 -4.0004
O -3.5459 5.0511 -5.2606
H -3.4455 1.0909 -0.5675
H -1.5692 2.8450 -0.0135
H -1.3311 4.9730 -1.9110
H -4.4899 2.6610 -4.5093
H -4.5338 0.8883 -2.6057
C -5.5245 1.1062 1.4975
C -6.1600 2.4389 1.8013
C -5.4889 3.4093 2.8817
C -4.1038 2.8576 3.4854
C -3.4012 1.6211 2.9579
C -4.2890 0.7090 1.9938
N -3.4147 3.5440 4.6629
O -3.9161 4.5952 5.0197
O -2.3235 3.0452 5.0555
H -5.8310 0.1908 0.8213
H -7.2541 2.7063 1.5759
H -5.9030 4.2887 3.3237
H -2.3347 1.2477 3.2050
H -4.0274 -0.2281 1.4969
C 3.5409 -1.8947 -3.9713
C 2.2747 -1.9310 -3.0237
C 0.9879 -2.4390 -3.4479
C 1.0480 -3.3271 -4.7900
C 2.3471 -3.3055 -5.7049
C 3.4923 -2.4982 -5.2439
N -0.0300 -4.2507 -5.2155
O -0.8811 -4.4367 -4.3096
O 0.1162 -4.9923 -6.2185
H 4.5241 -1.3878 -3.7468
H 2.4155 -1.4871 -1.9517
H 0.1790 -2.4447 -2.7335
H 2.2875 -3.9807 -6.5398
H 4.3003 -2.3596 -5.9284
C 1.1521 -4.1441 1.9114
O 1.7948 -4.0182 2.9325
N 0.6324 -5.2859 1.4452
C -0.2122 -5.2476 0.2209
C 0.5557 -6.5760 2.1825
H 0.8148 -3.2799 1.3031
H 0.4215 -5.4800 -0.5578
H -0.5978 -4.3768 0.1568
H -0.9696 -6.0405 0.2733
H 0.3761 -6.4930 3.1080
H 1.4851 -7.0891 2.2520
H 0.0195 -7.2353 1.8606
C 4.1535 -0.8135 5.4235
O 4.3268 -2.0414 5.1976
N 2.9083 -0.2642 5.2998
C 2.5176 1.1210 5.7147
C 1.8363 -1.0490 4.7516
H 4.9755 -0.1221 5.6508
H 1.7186 1.6144 5.1025
H 3.2003 1.7177 5.5218
H 2.2282 1.1803 6.7242
H 1.9952 -1.3702 3.8163
H 0.9918 -0.3892 4.7851
H 1.4797 -1.8411 5.3092
C -3.9745 -1.6745 -1.3843
O -4.6117 -1.5985 -0.3383
N -4.3145 -2.1615 -2.5260
C -3.3826 -2.2944 -3.6464
C -5.7053 -2.6320 -2.5981
H -3.0181 -1.0894 -1.4903
H -2.3865 -2.2565 -3.3208
H -3.7402 -1.7144 -4.3895
H -3.6017 -3.3098 -4.0261
H -6.2581 -1.8762 -2.2324
H -5.5504 -3.7039 -2.1085
H -6.0963 -2.7179 -3.4896
C 5.4705 -2.5280 2.0709
O 6.5560 -3.0408 2.2021
N 5.1207 -1.8030 0.9588
C 3.8250 -1.0652 0.7969
C 6.0803 -1.6682 -0.1184
H 4.5663 -2.6103 2.8517
H 3.9114 -0.0582 0.8263
H 3.4164 -1.1477 1.6569
H 3.1246 -1.3468 -0.0900
H 6.7530 -2.4894 -0.1588
H 6.5110 -0.7935 0.1984
H 5.6790 -1.6477 -1.2578
C 2.7389 2.0616 2.4200
O 3.8774 2.4615 2.0608
N 1.7103 3.0602 2.5600
C 0.3355 2.6747 2.9375
C 2.0150 4.4541 2.7072
H 2.3811 1.0703 2.6575
H -0.2350 2.7708 1.9811
H -0.1758 3.1530 3.8204
H 0.0586 1.7955 3.4166
H 1.2658 5.0903 2.3845
H 3.0723 4.9012 2.3059
H 1.8346 4.7354 3.7601
*
```

Mulliken population analysis, charges in e, atoms 1 to 4: 0.494 -0.437 -0.414 -0.418


Computed, not measured: a molecular structure, C39H56As3BrMnN2O2Si at a distorted geometry, with ωB97M-V/def2-TZVPD.

Output
gap between HOMO and LUMO (alpha / beta): 0.253 / 0.301 hartree
expectation value of S²: 6.341
E_HOMO (alpha / beta): -10.5 / -10.5 eV

Structure (ORCA input):
```
! RIJCOSX wB97M-V def2-TZVPD def2/J DEFGRID3
* xyz 1 5
Mn -0.8495 -0.5327 0.6118
N -2.0256 0.9418 2.0690
C -3.4675 0.6319 2.1754
C -3.7014 -0.6636 2.9426
C -3.3075 -1.9159 2.1724
N -1.8416 -2.0505 2.0455
H -1.6315 0.9896 3.0059
H -1.9213 1.8693 1.6705
H -3.8727 0.5433 1.1645
H -3.9959 1.4423 2.6852
H -4.7646 -0.7337 3.1743
H -3.1590 -0.6228 3.8942
H -3.7285 -1.8634 1.1697
H -3.7303 -2.7931 2.6694
H -1.6233 -2.9090 1.5459
H -1.4385 -2.1491 2.9712
C 0.5902 -1.2254 -2.8064
As 0.9082 -0.2576 -1.1420
C 2.7369 -0.9010 -0.9059
C 1.4401 1.5818 -1.6528
C 0.6569 2.5385 -2.5653
C 0.4205 1.9126 -3.9413
C -0.6853 3.0040 -1.9720
As -1.9403 1.6524 -1.2635
C -3.3946 2.9225 -0.8714
C -2.7600 0.9646 -2.9039
C 1.5161 3.8130 -2.6963
As 3.2663 3.9940 -3.6488
C 2.6664 3.8347 -5.5156
C 4.1449 2.2323 -3.5333
H -0.4333 -1.1300 -3.1621
H 0.7780 -2.2756 -2.5913
H 1.2844 -0.8789 -3.5690
H 3.2406 -0.8495 -1.8711
H 2.7374 -1.9359 -0.5678
H 3.2765 -0.2927 -0.1851
H 2.4219 1.4391 -2.1028
H 1.6102 2.0681 -0.6909
H -0.2909 1.0898 -3.8741
H 1.3535 1.5291 -4.3563
H 0.0212 2.6544 -4.6350
H -1.2185 3.5913 -2.7246
H -0.4929 3.6724 -1.1253
H -3.6094 3.5206 -1.7564
H -3.1383 3.5895 -0.0483
H -4.2917 2.3643 -0.6046
H -2.7816 1.7366 -3.6725
H -3.7803 0.6691 -2.6628
H -2.2458 0.0844 -3.2837
H 1.7275 4.1864 -1.6890
H 0.9164 4.5905 -3.1814
H 1.8375 4.5181 -5.6983
H 2.3637 2.8233 -5.7831
H 3.4914 4.1306 -6.1626
H 4.4608 2.0212 -2.5117
H 5.0418 2.3019 -4.1492
H 3.5375 1.4095 -3.9130
C -0.6351 0.5816 6.6210
C -0.1415 1.5996 5.8188
C 0.3107 1.3220 4.5358
C 0.2789 0.0227 4.0206
C -0.2243 -0.9865 4.8485
C -0.6729 -0.7168 6.1328
Si 0.9419 -0.3960 2.2662
C 1.7387 -2.1095 2.4802
C 1.5336 -3.1240 1.5405
C 2.0485 -4.3979 1.7336
C 2.7755 -4.6829 2.8799
C 2.9920 -3.6864 3.8223
C 2.4781 -2.4136 3.6270
C 2.2828 0.9324 2.0082
C 1.9208 2.2458 1.6971
C 2.8715 3.2501 1.5910
C 4.2123 2.9516 1.7907
C 4.5914 1.6520 2.0966
C 3.6352 0.6519 2.2041
H -0.9747 0.7926 7.6265
H -0.0956 2.6120 6.1999
H 0.7170 2.1263 3.9367
H -0.2163 -2.0157 4.5039
H -1.0414 -1.5222 6.7557
H 0.9411 -2.9219 0.6552
H 1.8771 -5.1700 0.9940
H 3.1644 -5.6795 3.0421
H 3.5577 -3.9069 4.7188
H 2.6573 -1.6494 4.3752
H 0.8719 2.4867 1.5335
H 2.5734 4.2630 1.3487
H 4.9568 3.7329 1.7097
H 5.6372 1.4162 2.2475
H 3.9401 -0.3616 2.4406
Br -1.9015 -6.1992 -4.6539
C -2.7863 -4.8128 -3.7043
C -4.1119 -4.5287 -3.9941
C -4.7522 -3.5085 -3.3051
C -4.0684 -2.7727 -2.3515
C -2.7383 -3.0678 -2.0710
C -2.0943 -4.1010 -2.7427
C -1.9826 -2.2672 -1.0667
O -0.8813 -2.6738 -0.6237
O -2.4639 -1.1577 -0.6725
H -4.6346 -5.0986 -4.7497
H -5.7882 -3.2846 -3.5222
H -4.5598 -1.9699 -1.8179
H -1.0659 -4.3348 -2.5048
*
```

Mulliken population analysis, charges in e, atoms 1 to 4: 2.325 -0.551 -0.477 -0.918


Computed, not measured: a molecular structure, C39H56AsN7S2Ti, with ωB97M-V/def2-TZVPD.

Output
gap between HOMO and LUMO (alpha / beta): 0.250 / 0.246 hartree
expectation value of S²: 0.756
E_HOMO (alpha / beta): -15.3 / -15.3 eV
ΔE to the lowest compared entry with this formula, charge and spin: 0.0 kJ/mol

Structure (ORCA input):
```
! RIJCOSX wB97M-V def2-TZVPD def2/J DEFGRID3
* xyz 3 2
Ti -0.0171 1.2505 -0.4734
C -4.1480 2.3190 1.0763
C -2.6974 2.0998 0.8059
N -2.2118 1.4727 -0.1998
C -3.0463 0.8821 -1.2395
C -2.3819 -0.3836 -1.7756
N -0.9230 -0.2192 -1.9402
C -0.4711 0.1362 -3.3002
C 1.0375 0.2776 -3.2761
N 1.4140 1.2548 -2.2224
C 2.8542 1.2170 -1.8717
C 3.1315 1.8429 -0.4955
N 1.9037 2.0159 0.2772
C 1.9531 2.5068 1.4642
C 3.2240 2.8501 2.1631
C 0.6351 2.7566 2.0971
C 0.4435 3.3917 3.3186
C -0.8543 3.6226 3.7543
C -1.9298 3.2302 2.9718
C -1.6687 2.6025 1.7607
N -0.4161 2.3870 1.3526
H -4.7159 2.4297 0.1553
H -4.3114 3.2074 1.6804
H -4.5533 1.4635 1.6241
H -3.1673 1.6238 -2.0313
H -4.0412 0.6278 -0.8722
H -2.8534 -0.6667 -2.7200
H -2.5419 -1.1985 -1.0726
H -0.4677 -1.0889 -1.6713
H -0.9472 1.0782 -3.5859
H -0.7695 -0.6194 -4.0325
H 1.4164 0.5868 -4.2527
H 1.4996 -0.6805 -3.0317
H 1.2360 2.1768 -2.6140
H 3.4432 1.7268 -2.6374
H 3.1716 0.1771 -1.8807
H 3.6067 2.8221 -0.6007
H 3.8311 1.2090 0.0545
H 3.9161 2.0077 2.1131
H 3.0822 3.1103 3.2052
H 3.7118 3.6917 1.6631
H 1.2760 3.7131 3.9247
H -1.0242 4.1147 4.7024
H -2.9417 3.4078 3.3035
S -0.8547 -0.4964 1.4579
C -0.0704 -1.9847 1.6196
N -0.5590 -3.0024 2.2834
C 0.2138 -4.2467 2.4143
C 1.6605 -3.9029 2.6252
N 2.1097 -3.0223 1.5423
C 3.5130 -3.2297 1.1155
C 3.6748 -4.5762 0.4602
C 2.9081 -4.9051 -0.6553
C 3.0517 -6.1449 -1.2549
C 3.9662 -7.0601 -0.7480
C 4.7341 -6.7349 0.3586
C 4.5848 -5.4949 0.9662
C 1.3078 -2.1304 1.0158
S 1.7420 -1.1243 -0.2576
C -1.9193 -3.0381 2.8721
C -2.7205 -4.1523 2.2558
C -3.1242 -4.0562 0.9267
C -3.8365 -5.0838 0.3339
C -4.1557 -6.2173 1.0723
C -3.7655 -6.3160 2.3982
C -3.0459 -5.2858 2.9891
H 0.0697 -4.8571 1.5197
H -0.1828 -4.7944 3.2659
H 2.2721 -4.8024 2.5839
H 1.8258 -3.4025 3.5833
H 4.1172 -3.1632 2.0225
H 3.7794 -2.4082 0.4564
H 2.2083 -4.1829 -1.0641
H 2.4608 -6.4000 -2.1242
H 4.0805 -8.0257 -1.2210
H 5.4496 -7.4433 0.7523
H 5.1878 -5.2419 1.8303
H -2.3660 -2.0607 2.7189
H -1.7902 -3.1946 3.9445
H -2.8836 -3.1585 0.3666
H -4.1564 -5.0070 -0.6966
H -4.7172 -7.0191 0.6130
H -4.0237 -7.1922 2.9766
H -2.7549 -5.3618 4.0304
C 1.9669 4.7384 -2.7018
C 0.5219 4.4350 -3.0792
As -0.5856 3.8009 -1.5770
C -0.2432 5.1905 -0.2377
C -0.4784 6.6225 -0.7027
C -2.3692 4.2508 -2.2485
C -2.6423 3.7671 -3.6689
H 2.5559 4.9741 -3.5873
H 2.4567 3.9025 -2.1942
H 2.0276 5.5964 -2.0329
H 0.4540 3.7037 -3.8912
H 0.0407 5.3352 -3.4682
H 0.7978 5.0425 0.0649
H -0.8571 4.9600 0.6354
H 0.0699 6.8534 -1.6162
H -0.1460 7.3262 0.0601
H -1.5333 6.8238 -0.8851
H -2.4397 5.3394 -2.2172
H -3.1075 3.8757 -1.5361
H -1.9880 4.2554 -4.3905
H -3.6661 4.0046 -3.9566
H -2.5136 2.6894 -3.7896
*
```

Mulliken population analysis, charges in e, atoms 1 to 4: 0.072 -1.923 0.139 0.841